14 unconnected molecules or ions with the total composition H28O14 in a non-equilibrium geometry. Source: OMol25; level of theory: ωB97M-V with the def2-TZVPD basis set.

CARTESIAN COORDINATES (ANGSTROEM)
O1 -14.42886 17.98672 -12.38818
H1 -14.53285 17.12467 -12.76327
H2 -13.69005 18.35816 -12.87341
O2 -10.55292 21.30709 -14.63128
H3 -10.76184 21.08145 -13.71120
H4 -10.02430 22.12158 -14.61675
O3 -10.64433 21.52125 -17.17093
H5 -10.76394 21.31283 -16.20750
H6 -11.29424 22.20760 -17.34400
O4 -12.34850 18.98610 -13.78300
H7 -11.64411 18.76661 -13.11628
H8 -12.01171 18.50042 -14.51800
O5 -11.35529 24.32534 -15.34768
H9 -11.89150 23.82333 -15.91395
H10 -10.86513 24.96749 -15.87439
O6 -16.00454 22.15682 -15.86828
H11 -15.92998 21.21254 -15.86260
H12 -16.91924 22.43797 -15.96285
O7 -12.55174 23.44171 -12.66786
H13 -12.60830 22.91333 -13.45863
H14 -12.22508 22.85517 -12.03777
O8 -13.29758 21.38583 -14.47781
H15 -13.08954 21.62108 -15.37152
H16 -12.82616 20.59426 -14.15976
O9 -12.99940 23.01242 -16.88390
H17 -13.44515 22.41662 -17.52255
H18 -13.42954 23.84604 -17.03542
O10 -13.46249 19.87174 -16.90575
H19 -13.44317 19.39254 -17.70502
H20 -14.39042 20.07941 -16.71621
O11 -13.75310 20.71756 -11.60981
H21 -14.24991 20.12949 -11.05364
H22 -14.39407 21.03111 -12.24246
O12 -15.42375 19.87859 -13.98087
H23 -15.24792 19.14652 -13.41066
H24 -14.56157 19.99824 -14.46268
O13 -11.09277 21.02815 -11.78850
H25 -10.74293 21.43568 -10.99699
H26 -12.01784 21.18435 -11.73700
O14 -15.45958 22.58063 -12.86167
H27 -15.20780 22.34313 -13.74953
H28 -15.93333 23.41792 -12.97569

The value obtained for the LUMO energy is -0.0032 Ha. The calculation puts the total energy at -1070.12996 Eh. The value obtained for the HOMO-LUMO gap is 9.5121 eV.